Record 1
# C4H12

A cluster of 2 separate species, C4H12 in total (ωB97M-V/def2-TZVPD, the Open Molecules 2025 dataset).

Geometry as XYZ:
```
16
Properties=species:S:1:pos:R:3:forces:R:3:lowdin_charge:R:1
H 2.71267 0.93675 -0.82225 0.144 -0.452 -0.077 0.063
H 1.67140 0.13498 0.31691 -0.127 -0.457 -0.149 0.060
H 1.85547 -1.38099 -1.73884 0.179 0.115 0.144 0.067
H 1.13219 1.45027 -0.66145 -0.443 -0.286 -0.280 0.063
H -0.80745 0.37487 2.50803 -0.057 0.000 0.105 0.059
H -2.28436 -0.48753 -0.02706 -0.024 -0.630 -0.048 0.065
C -1.71532 0.24138 1.91965 -0.089 -0.187 -0.192 -0.168
H -2.14769 1.22609 1.73941 0.063 0.048 -0.017 0.061
C 1.70662 0.51749 -0.70247 0.645 1.372 0.530 -0.199
H -0.73333 0.25443 0.07931 0.295 -0.355 -0.278 0.025
H -0.88032 -1.39509 0.75565 -0.137 -0.238 -0.330 0.069
H 0.29371 -0.68613 -1.86184 -0.099 0.334 -0.107 0.053
H 1.67854 -0.00974 -2.76912 -0.166 0.261 -0.519 0.057
C 1.34869 -0.41575 -1.83008 -0.002 -0.867 0.410 -0.167
C -1.38603 -0.45258 0.58435 -0.216 1.491 0.690 -0.165
H -2.44478 -0.30844 2.50981 0.034 -0.150 0.116 0.056
```
Positions in Å, forces in eV/Å.

The SMILES is CC.CC. For the energy above the lowest of the compared OMol25 structures with the same formula, charge and spin, the calculation gives 4.8 kcal per mole. The HOMO energy is -0.42656 Ha. The HOMO-LUMO gap is 12.769 eV.



Record 2
# C4H10O2

A cluster of 3 separate species, C4H10O2 in total (ωB97M-V/def2-TZVPD, the Open Molecules 2025 dataset).

Geometry as XYZ:
```
16
Properties=species:S:1:pos:R:3:forces:R:3:lowdin_charge:R:1
C -0.43173 0.62254 -1.49094 -0.173 -0.105 0.062 -0.023
O -0.90635 -1.25858 -0.16336 0.053 0.050 -0.135 -0.140
H 2.21763 1.50374 -1.73159 0.042 -0.030 0.159 0.084
H -1.54012 0.65605 0.31725 0.103 -0.100 -0.115 0.113
H 0.26807 0.71326 1.86595 0.074 0.030 0.121 0.056
H -1.47893 -2.76943 1.04620 0.000 0.162 0.035 0.091
C -1.43470 -1.67959 1.08100 -0.118 -0.120 0.253 -0.096
H -0.51777 1.69024 -1.65430 -0.066 -0.174 0.017 0.065
H -2.44615 -1.28389 1.23818 0.129 -0.059 -0.050 0.092
O 2.48980 1.46043 0.27634 0.087 -0.114 -0.560 -0.058
C 2.29903 0.92738 -0.78865 0.149 0.144 0.304 -0.184
H 0.94930 0.87281 1.60955 -0.131 -0.039 0.161 0.057
H -0.79305 -1.36863 1.91508 -0.079 -0.044 -0.166 0.074
C -0.98555 0.06737 -0.41521 0.007 0.259 -0.202 -0.286
H 0.09725 0.01564 -2.22011 -0.104 0.085 0.078 0.070
H 2.21326 -0.16936 -0.88540 0.028 0.054 0.038 0.086
```
Positions in Å, forces in eV/Å.

The SMILES is [H][H].C=COC.C=O. For the energy above the lowest of the compared OMol25 structures with the same formula, charge and spin, the calculation gives 81.5 kcal per mole. The HOMO energy is -0.33062 Ha. The HOMO-LUMO gap is 9.949 eV.



Record 3
# C62H48BClN3O16PS4

A cluster of 8 separate species, C62H48BClN3O16PS4 in total (ωB97M-V/def2-TZVPD, the Open Molecules 2025 dataset).

Geometry as XYZ:
```
136
Properties=species:S:1:pos:R:3:forces:R:3:lowdin_charge:R:1
B 4.37823 2.18189 4.33770 -0.051 0.212 0.071 -0.579
H -4.65763 3.70383 4.24240 -0.071 0.113 0.027 0.108
C -3.14320 -2.21313 -5.09422 0.021 0.002 -0.026 -0.392
C 3.19772 1.66850 3.43028 0.178 0.024 -0.229 -0.091
C -2.34858 -3.69590 -6.88332 -0.007 0.000 0.011 0.021
H 3.98328 1.40684 6.10784 -0.396 0.089 0.048 0.112
H -4.95414 -3.70390 8.80825 0.003 0.017 -0.016 0.123
H 2.55784 -0.92704 -10.63922 -0.017 0.013 -0.002 0.123
H 1.95278 -4.69847 -3.98698 -0.004 -0.015 -0.007 0.118
H 6.93272 -4.85247 -4.64830 0.002 0.022 0.003 0.122
C -2.83864 0.91219 3.44700 0.082 -0.080 -0.117 -0.245
H 4.30690 -1.87348 -9.12850 0.010 0.001 0.015 0.122
C 3.37926 0.57843 2.57865 0.084 0.193 0.097 -0.057
H -7.03355 2.65922 1.21398 -0.061 -0.137 -0.143 -0.159
C -4.74108 5.84353 -1.96359 0.014 -0.007 0.001 0.027
H 0.50531 6.73324 8.80376 0.018 0.005 0.003 0.122
C -0.81911 -1.95713 -5.84113 0.096 0.037 0.036 0.026
C 3.20138 0.24374 -3.59343 -0.022 -0.059 0.031 -0.381
C 3.08081 -0.32833 -9.90467 0.008 0.001 0.012 0.024
H 4.84449 2.04623 -7.29086 0.013 -0.018 0.008 0.122
S -3.86843 -2.92790 2.50564 0.071 -0.228 -0.076 0.835
H -4.15836 3.06019 1.86879 0.126 -0.124 -0.133 0.065
C -4.64173 -4.45273 8.09177 -0.001 -0.039 0.019 0.024
O -4.04087 -1.86414 -4.35827 -0.010 -0.011 0.036 0.101
C -1.66174 1.03341 2.70808 -0.038 0.046 -0.015 -0.356
H -0.29419 -3.25221 2.47603 0.043 -0.063 0.095 0.123
S -0.69324 2.51487 2.76026 -0.008 0.216 -0.001 1.100
C 5.85829 -4.87242 -4.51755 -0.012 -0.014 -0.006 0.024
H -2.59122 2.87860 4.16713 0.182 -0.018 0.105 0.041
C 5.13309 -5.97178 -4.70236 0.007 0.017 0.002 0.021
C -0.36135 4.02710 6.83697 0.085 -0.039 -0.058 -0.370
H 3.09558 2.99512 -8.80341 -0.016 -0.002 -0.015 0.122
C -1.15815 -3.33518 -1.22186 0.006 0.076 0.356 -0.046
O 2.99858 -6.96576 -4.68001 -0.010 -0.019 0.001 0.107
O 0.78802 2.05287 -0.65408 -0.007 -0.082 0.069 -0.392
C -4.67636 2.66231 3.92103 0.032 0.020 -0.014 -0.296
C -0.49428 5.25148 7.66506 0.004 0.002 0.002 0.022
H 6.42290 2.25831 4.33163 0.143 0.630 0.245 0.090
C 3.21483 1.10254 -2.38966 -0.016 0.021 0.053 0.019
H 2.26190 1.29715 -1.91048 0.031 0.048 -0.011 0.073
C 4.01245 -0.83215 -9.10058 -0.001 0.006 -0.009 0.024
H -1.33868 6.61588 -2.27593 -0.010 0.019 -0.001 0.124
O -4.25535 -7.94184 7.58657 -0.001 -0.023 0.004 0.113
S -6.49385 3.52774 2.06534 -0.110 0.212 0.069 0.713
H -1.49970 5.62778 7.80509 -0.009 -0.016 -0.008 0.121
C -0.55941 -3.27380 1.42608 -0.120 0.085 -0.374 -0.113
H 5.75564 2.33152 2.83978 0.042 0.365 -0.123 0.081
C 4.35825 1.59467 -1.92130 0.061 -0.050 -0.069 0.030
C 3.65919 -5.96402 -4.51426 0.007 0.025 0.001 -0.385
H -3.40375 -4.53896 4.81974 -0.017 0.022 -0.001 0.073
C 2.33017 0.08857 1.82303 0.004 -0.041 0.056 -0.588
C -3.76307 -6.24356 6.03075 -0.007 0.013 0.011 0.030
H -5.02309 -2.49752 1.99124 -0.190 0.086 0.089 -0.108
O 2.91142 5.84330 8.46322 0.020 0.013 0.025 0.114
C 2.07597 4.07428 7.15043 0.013 0.094 0.088 0.034
S -5.01879 -0.48727 4.31705 -0.155 0.057 0.172 0.855
C -2.20630 5.99874 -2.08079 0.001 -0.009 0.006 0.027
N -0.01770 0.21114 1.11432 -0.104 0.347 0.050 -0.168
H 6.58034 0.23875 -4.27214 0.009 -0.023 0.016 0.127
O -0.10960 -3.40755 -7.55456 0.011 -0.007 -0.008 0.104
C -4.66937 -5.75600 8.35447 0.002 0.012 -0.005 0.025
N 5.62680 2.59765 3.80724 -0.235 -1.198 -0.198 0.208
C -3.05790 -1.35168 2.56973 0.171 0.181 -0.234 -0.514
C 4.32449 1.45036 -8.03047 -0.008 0.010 -0.014 0.022
H -1.16015 4.21191 -1.60980 -0.009 -0.007 0.009 0.115
H -2.46381 -4.49146 -7.60838 0.017 0.002 -0.007 0.122
C 5.65305 1.31028 -2.59458 -0.025 -0.030 0.042 -0.377
O 5.54827 -0.44210 -7.35813 0.024 -0.051 -0.007 0.092
C -3.73568 -4.93981 5.76819 0.015 -0.045 0.028 0.021
H -5.51420 3.94847 -1.40796 0.013 -0.009 0.024 0.116
H 5.57047 -6.91779 -4.99494 -0.018 -0.011 0.000 0.122
P -0.31004 1.12938 -0.28469 0.457 0.285 -0.396 0.735
C 3.75136 -3.58074 -3.92757 0.011 0.005 0.010 0.035
C -1.38578 -2.27239 0.91237 0.165 -0.172 -0.103 -0.223
H -4.56900 -1.48520 5.10288 -0.071 0.001 -0.196 -0.134
C -1.01039 -3.05201 -6.82608 -0.023 0.014 0.009 -0.386
H 0.16471 -1.50310 -5.80885 0.005 -0.006 0.005 0.115
C -1.89526 -1.19629 1.80054 -0.209 0.015 0.248 -0.151
O -3.23364 2.74109 -1.14425 -0.153 -0.046 -0.027 0.062
C 2.69791 1.10585 -9.83694 0.018 -0.012 0.016 -0.385
H 3.30251 -2.63867 -3.63796 0.009 0.011 -0.010 0.104
C -4.64790 4.56490 -1.61059 -0.001 0.004 -0.011 0.020
O 1.85048 1.56608 -10.56945 -0.015 0.008 -0.012 0.109
C 3.39352 1.95490 -8.83487 0.004 -0.008 0.012 0.023
H -5.69096 6.35052 -2.07400 0.008 0.021 0.001 0.124
C 4.70639 0.01736 -8.10069 -0.032 0.023 0.012 -0.384
O -1.32925 3.48780 6.34298 -0.050 0.029 0.060 0.096
O 4.16778 2.26440 5.71445 0.609 -0.222 0.016 0.108
C 0.90273 1.77940 2.71685 0.072 0.002 0.069 -0.418
C 3.02782 -4.68069 -4.11449 0.006 0.003 -0.003 0.027
H 3.07951 3.69741 6.99972 -0.038 0.041 -0.005 0.102
H 0.05837 -5.10247 -1.18189 0.052 -0.093 0.000 0.100
H -4.31863 -3.76110 -6.10302 -0.009 0.012 0.014 0.122
C 1.94366 2.26882 3.48723 -0.115 0.005 0.085 -0.047
C -3.33617 -3.30700 -6.08163 0.013 -0.001 -0.006 0.020
O 5.88900 -2.58781 -3.94954 0.053 -0.217 0.035 0.105
H 4.43824 -0.68167 -5.13953 0.031 -0.004 -0.007 0.098
N -0.06075 -4.26759 0.69702 -0.037 0.079 -0.069 0.075
C 5.22661 -3.58960 -4.11494 -0.024 -0.027 -0.016 -0.365
C 1.00499 3.48587 6.62454 -0.059 -0.033 0.084 0.016
C 0.57352 5.84003 8.19594 -0.001 0.011 0.002 0.022
C 5.62753 0.44508 -3.80318 -0.013 0.186 0.029 0.025
H -1.52855 1.76601 -0.07895 -0.257 -0.189 0.119 0.008
C -3.32678 3.90808 -1.46924 0.090 0.043 0.035 -0.375
H -1.36027 -3.39476 -2.28072 -0.039 -0.005 -0.075 0.094
C -4.17340 -3.94884 6.77931 0.011 0.078 -0.052 -0.360
C -2.11130 4.72005 -1.72764 0.001 0.009 -0.012 0.029
H -0.56322 0.15823 -1.25974 -0.125 -0.114 -0.039 0.023
H -3.45060 -6.98990 5.31162 0.001 -0.015 0.012 0.125
C 1.94286 5.30058 7.98023 -0.076 -0.024 -0.042 -0.377
H 4.40008 2.21651 -1.03551 0.013 0.015 -0.010 0.122
Cl 2.56405 -1.26697 0.79757 0.096 -0.290 -0.253 0.742
C -1.20837 0.00819 1.88867 -0.003 -0.229 0.043 -0.238
H -1.68703 -0.77383 -4.31385 -0.006 0.004 -0.001 0.119
C -1.80703 -1.56860 -5.03986 0.007 -0.013 0.020 0.016
H 1.77112 3.11659 4.13887 0.034 -0.014 -0.109 0.098
C 1.08561 0.68453 1.88729 -0.100 -0.019 -0.038 -0.313
O -4.14996 -2.75573 6.54328 0.033 -0.153 0.166 0.058
H -5.48202 2.18650 4.47240 -0.042 -0.089 -0.017 0.068
C -4.23127 -6.75605 7.34468 -0.002 0.032 -0.006 -0.383
C -3.52955 -0.30116 3.37423 0.230 -0.203 0.021 -0.522
O -3.61536 7.82676 -2.54685 0.003 0.020 -0.010 0.111
H 4.34334 0.09653 2.50531 0.077 -0.076 -0.031 0.112
C -3.30206 2.06862 4.27860 -0.331 0.355 0.052 -0.201
H -3.28348 1.81176 5.33560 -0.036 -0.133 0.087 0.121
C -1.68860 -2.31253 -0.44311 0.193 -0.187 0.000 -0.030
C -4.97247 2.60572 2.43004 -0.024 0.157 0.192 -0.570
C 4.48412 -0.04752 -4.26590 -0.032 0.179 -0.050 -0.013
H -5.00685 -6.15318 9.30313 0.003 -0.025 -0.005 0.123
H 1.07029 2.58989 6.01740 -0.041 0.027 0.117 0.107
C -3.52833 6.66212 -2.22716 -0.008 -0.030 0.012 -0.383
H -5.10461 1.57798 2.10738 0.037 -0.058 -0.141 0.066
O 6.69413 1.76254 -2.16602 0.024 0.011 0.000 0.099
H -2.32446 -1.55855 -0.88764 -0.093 0.037 -0.001 0.117
C -0.36004 -4.28905 -0.60407 -0.076 0.199 0.132 -0.143
O 2.15928 -0.23338 -4.00734 -0.128 -0.090 -0.072 0.072
```
Positions in Å, forces in eV/Å.

The SMILES is NB(O)c1cc(Cl)c2c(c1)Sc1c(CCCS)c(S)c(S)c(-c3cccnc3)c1N2[PH2]=O.O=C1C=CC(=O)C=C1.O=C1C=CC(=O)C=C1.O=C1C=CC(=O)C=C1.O=C1C=CC(=O)C=C1.O=C1C=CC(=O)C=C1.O=C1C=CC(=O)C=C1.O=C1C=CC(=O)C=C1. The HOMO energy is -0.31425 Ha. The HOMO-LUMO gap is 6.784 eV.